#A
# CH10O3S2

A cluster of 4 separate species, CH10O3S2 in total (ωB97M-V/def2-TZVPD, the OMol25 dataset).

Last column: Mulliken charge in e.
Atoms and positions in Å:
1 S -2.765 0.513 0.300  -0.047
2 S -3.007 -1.461 -0.254  -0.198
3 O 0.726 -1.056 -1.292  -0.654
4 O 2.341 -0.107 0.981  -0.638
5 O 1.969 1.476 -1.832  -0.698
6 C -1.718 0.290 1.761  -0.777
7 H 0.991 -0.210 -1.691  0.363
8 H 2.681 -0.906 1.395  0.312
9 H -1.171 -0.637 1.660  0.275
10 H 1.772 -0.462 0.279  0.380
11 H -1.012 1.114 1.900  0.295
12 H -2.618 -1.318 -1.525  0.105
13 H -0.202 -1.119 -1.554  0.289
14 H -2.336 0.255 2.653  0.332
15 H 2.866 1.505 -1.484  0.328
16 H 1.482 2.122 -1.296  0.335

Calculated values
highest occupied orbital energy: -8.8 eV
HOMO-LUMO gap: 9.2 eV

***

#B
# CH10O3S2

A cluster of 5 separate species, CH10O3S2 in total (ωB97M-V/def2-TZVPD, the OMol25 dataset).

Last column: Mulliken charge in e.
Atoms and positions in Å:
1 S -0.704 1.524 -0.815  -0.328
2 S -1.021 -0.441 -0.991  0.202
3 O 1.141 1.517 1.487  -0.653
4 O 0.615 -2.311 0.686  -0.710
5 O 1.303 -0.364 3.164  -0.680
6 C -0.366 -0.776 -2.677  -0.743
7 H -0.450 -1.840 -2.887  0.309
8 H 0.391 2.148 1.468  0.388
9 H -0.962 -0.185 -3.404  0.322
10 H 1.251 0.342 2.524  0.483
11 H 0.724 -1.591 0.084  -0.085
12 H 0.661 -1.939 1.610  0.366
13 H 0.653 -0.427 -2.673  0.362
14 H 1.347 -0.610 -0.630  0.257
15 H 1.115 -0.019 4.039  0.281
16 H 0.901 1.207 0.590  0.229

Calculated values
highest occupied orbital energy: -8.9 eV
HOMO-LUMO gap: 5.5 eV

***

Which is most stable, and by how much? #A, by 4.913 eV.

***

#A
# C33H49N7O9S2Sr

A structure of composition C33H49N7O9S2Sr (ωB97M-V/def2-TZVPD, the OMol25 dataset).

Last column: Mulliken charge in e.
Atoms and positions in Å:
1 Sr 1.263 -0.633 -0.107  1.388
2 S -1.602 -2.414 1.568  0.215
3 S 3.175 0.755 -2.032  1.685
4 O 3.126 2.051 -1.353  -1.096
5 O 0.076 1.694 0.121  0.754
6 O 3.667 -0.315 -1.157  -0.694
7 O 1.879 0.361 -2.598  -0.408
8 O 1.799 2.912 0.863  -0.508
9 O 2.486 0.083 4.044  -0.777
10 O 1.323 0.133 2.125  -0.514
11 O -0.443 1.970 3.128  -0.248
12 O -0.113 -2.490 1.369  -0.463
13 N -1.228 3.249 -2.403  0.198
14 N -3.374 -0.350 -1.252  -0.604
15 N -2.838 1.928 -1.440  0.197
16 N -4.826 1.332 -0.453  -0.575
17 N 2.453 -2.983 0.327  -0.489
18 N -1.111 0.863 -2.603  -0.505
19 N -0.587 -1.841 -1.667  0.190
20 C 1.592 0.498 3.313  -0.042
21 C 6.155 2.064 -4.390  -0.676
22 C 5.142 0.188 -5.479  -0.886
23 C -1.942 -3.058 3.233  -1.455
24 C -4.440 -1.132 1.898  -0.631
25 C 1.783 -3.694 -1.959  0.373
26 C -1.465 -2.254 4.404  0.325
27 C 7.106 1.308 -6.592  -1.452
28 C -0.107 -2.071 4.654  0.368
29 C 4.305 0.947 -3.369  -0.263
30 C -1.670 1.924 -2.210  0.175
31 C -1.986 -0.988 6.391  -0.866
32 C 0.682 1.583 3.916  -0.329
33 C 0.577 2.432 0.951  0.698
34 C -3.652 0.880 -1.051  0.290
35 C 4.239 0.063 -4.435  -0.426
36 C 0.144 3.374 -2.864  -1.382
37 C -3.537 0.740 3.098  -0.363
38 C -2.132 4.117 -3.154  -1.171
39 C 6.113 1.186 -5.470  0.957
40 C -0.631 -0.828 6.645  -0.196
41 C -2.400 -1.697 5.274  -0.139
42 C 0.391 -3.949 -2.541  -1.371
43 C 1.954 -4.103 -0.488  -0.625
44 C -3.339 -0.365 2.274  1.835
45 C -0.768 -3.292 -1.802  -0.451
46 C -5.716 -0.799 2.338  -1.180
47 C 5.259 1.952 -3.339  -0.513
48 C -4.812 1.081 3.524  -0.902
49 C -5.906 0.313 3.147  -0.599
50 C -0.168 2.959 2.172  -1.191
51 C -1.942 -0.663 1.804  1.460
52 C 0.307 -1.362 5.772  -0.929
53 H -4.167 -0.916 -0.957  0.221
54 H -2.675 1.325 3.402  0.604
55 H -2.982 2.801 -0.961  0.318
56 H -0.326 -1.447 -2.570  0.248
57 H 1.299 2.457 4.150  0.465
58 H -4.307 -1.995 1.255  0.482
59 H 6.788 0.741 -7.466  0.346
60 H 2.042 -2.636 -2.069  -0.228
61 H 0.806 2.771 -2.248  0.465
62 H 5.089 -0.496 -6.317  0.308
63 H -3.459 -1.824 5.074  0.362
64 H -3.022 -3.207 3.275  0.534
65 H -1.470 -4.042 3.192  0.672
66 H -1.773 -0.226 0.814  -0.792
67 H 7.239 2.349 -6.889  0.366
68 H 3.447 -2.851 0.162  0.255
69 H 2.333 -3.167 1.316  0.105
70 H -1.491 -1.385 -1.511  -0.114
71 H -1.695 -3.533 -2.335  0.414
72 H -0.304 -0.277 7.518  0.427
73 H 5.285 2.640 -2.506  0.453
74 H 0.265 3.073 -3.914  0.372
75 H 8.083 0.929 -6.285  0.296
76 H 3.477 -0.705 -4.451  0.443
77 H 0.442 4.419 -2.778  0.392
78 H -6.561 -1.409 2.044  0.407
79 H -0.860 -3.718 -0.801  0.165
80 H -1.185 -0.263 2.480  -0.911
81 H -1.857 5.158 -2.980  0.364
82 H 0.202 -5.027 -2.573  0.414
83 H -5.196 0.717 0.257  0.096
84 H 0.279 1.193 4.849  0.095
85 H -1.128 3.343 1.823  0.252
86 H -3.164 3.975 -2.842  0.366
87 H 6.899 2.853 -4.374  0.369
88 H -4.951 1.943 4.164  0.419
89 H 0.996 -4.399 -0.063  0.216
90 H -4.855 2.299 -0.172  0.258
91 H -2.722 -0.566 7.064  0.410
92 H 2.260 2.582 0.047  0.448
93 H -6.900 0.573 3.488  0.434
94 H 0.626 -2.468 3.963  0.221
95 H 2.615 -4.973 -0.419  0.371
96 H 2.509 -4.227 -2.578  0.456
97 H 1.364 -1.201 5.934  0.365
98 H 0.412 3.776 2.610  0.405
99 H 0.384 -3.609 -3.582  0.402
100 H -0.283 1.070 -3.155  0.039
101 H -2.073 3.920 -4.233  0.337

Calculated values
highest occupied orbital energy: -8.4 eV
HOMO-LUMO gap: 8.8 eV

***

#B
# C33H49N7O9S2Sr

A structure of composition C33H49N7O9S2Sr (ωB97M-V/def2-TZVPD, the OMol25 dataset).

Last column: Mulliken charge in e.
Atoms and positions in Å:
1 Sr 0.058 0.216 -1.582  1.721
2 S 1.277 3.026 1.602  0.144
3 S -0.088 -1.842 -3.674  1.571
4 O -3.046 0.800 1.598  -0.196
5 O 0.980 3.026 0.139  -0.581
6 O 0.869 -2.099 -2.590  -0.393
7 O -1.662 1.485 -0.605  -0.483
8 O -3.189 -0.984 -1.220  -0.510
9 O -1.303 -1.294 -0.079  0.562
10 O -1.456 -2.205 -3.304  -0.987
11 O -2.930 3.302 -0.976  -0.776
12 O 0.000 -0.423 -4.058  -0.687
13 N 1.341 2.292 -2.742  -0.422
14 N -0.757 -4.101 1.001  0.326
15 N 2.296 -0.185 -0.165  0.217
16 N -0.043 -2.592 2.582  0.124
17 N 0.007 -1.294 4.468  -0.473
18 N 1.278 -2.871 0.672  -0.655
19 N 1.570 -0.895 2.748  -0.721
20 C -3.552 5.137 2.431  -0.065
21 C -1.372 1.610 5.780  -0.917
22 C 4.273 0.693 -1.399  -1.383
23 C 1.018 1.762 5.952  -0.887
24 C 0.576 -1.535 3.232  0.403
25 C 2.096 -3.672 -6.485  -0.844
26 C 0.253 -3.177 1.350  0.120
27 C 2.796 2.441 -2.598  -0.614
28 C -2.461 -0.923 -0.114  0.846
29 C -0.593 -3.413 -5.847  -0.474
30 C 0.380 -2.819 -5.058  -0.261
31 C -2.633 2.275 -0.378  0.013
32 C -0.757 -4.521 -0.390  -1.488
33 C 1.542 -5.035 -8.532  -1.446
34 C 3.478 0.683 -0.101  -0.350
35 C -0.925 -5.239 1.902  -1.164
36 C 0.695 4.603 2.290  -1.328
37 C -3.549 1.852 0.780  -0.266
38 C 1.140 -4.271 -7.301  0.955
39 C -1.542 4.780 1.157  0.181
40 C 1.725 -2.945 -5.366  -0.478
41 C 1.106 1.878 4.569  -0.470
42 C -2.920 4.942 1.211  -1.197
43 C -0.221 1.621 6.560  -0.634
44 C -3.253 -0.501 1.125  -1.141
45 C -2.806 5.155 3.602  -0.837
46 C -0.205 -4.137 -6.962  -0.691
47 C -0.043 1.862 3.782  1.993
48 C -1.284 1.737 4.403  -0.305
49 C -0.789 4.802 2.328  0.395
50 C 3.505 1.078 -2.666  0.214
51 C 0.020 1.926 2.284  1.247
52 C -1.432 4.980 3.550  -0.284
53 H -0.850 4.976 4.466  0.347
54 H -2.342 1.508 6.250  0.461
55 H 2.079 1.977 4.099  0.442
56 H 1.113 2.067 -3.707  0.211
57 H 4.151 0.369 0.706  0.405
58 H 4.730 -0.291 -1.546  0.408
59 H 1.882 -0.211 3.432  0.152
60 H -0.969 -2.811 2.906  0.322
61 H 0.073 -5.205 -0.620  0.384
62 H -4.315 -0.692 0.932  0.420
63 H 5.106 1.392 -1.270  0.417
64 H 0.850 3.146 -2.498  0.146
65 H -3.689 2.710 1.439  -0.134
66 H -3.485 4.885 0.290  0.547
67 H 3.203 3.112 -3.361  0.337
68 H 2.976 2.916 -1.634  0.256
69 H -4.527 1.585 0.363  0.588
70 H -1.062 4.602 0.202  0.461
71 H 0.199 -0.403 4.897  0.158
72 H 2.565 -1.102 -0.520  0.176
73 H 0.278 0.953 1.858  -0.644
74 H 3.147 -3.780 -6.727  0.312
75 H -0.929 2.230 1.843  -1.403
76 H 2.606 -5.267 -8.526  0.345
77 H 3.145 1.694 0.138  0.067
78 H 1.206 5.339 1.665  0.651
79 H 2.774 0.304 -2.923  -0.151
80 H 0.987 -5.969 -8.617  0.365
81 H -0.222 -6.046 1.660  0.337
82 H -2.905 -1.166 1.916  0.173
83 H 1.301 -3.445 -0.166  0.225
84 H 2.470 -2.490 -4.726  0.439
85 H -0.706 -3.658 -1.049  0.526
86 H 1.136 4.657 3.289  0.470
87 H 4.219 1.077 -3.494  0.416
88 H -1.635 -3.311 -5.579  0.447
89 H -2.676 -1.420 -1.939  0.424
90 H -1.939 -5.630 1.812  0.354
91 H 2.003 -0.427 0.788  -0.135
92 H -0.880 -1.702 4.702  0.209
93 H -1.688 -5.052 -0.586  0.366
94 H -0.291 1.527 7.636  0.384
95 H -0.754 -4.953 2.938  0.377
96 H -3.295 5.300 4.558  0.412
97 H -2.177 1.727 3.790  0.414
98 H -0.959 -4.609 -7.581  0.370
99 H -4.626 5.268 2.469  0.439
100 H 1.920 1.777 6.551  0.383
101 H 1.334 -4.449 -9.430  0.299

Calculated values
highest occupied orbital energy: -8.5 eV
HOMO-LUMO gap: 8.9 eV

***

Which is most stable, and by how much? #A, by 0.748 eV.